{
  "formula": "C4H7N",
  "method": "wB97M-V/def2-TZVPD",
  "symbols": ["C", "C", "C", "C", "H", "H", "H", "H", "H", "H", "H", "N"],
  "coordinates": [[-0.428, 1.302, 0.130], [0.176, -0.022, -0.410], [-0.482, -1.295, 0.144], [1.628, -0.019, -0.122], [-0.422, 1.275, 1.227], [-1.467, 1.413, -0.174], [0.117, 2.200, -0.223], [0.065, -0.034, -1.509], [-1.506, -1.277, -0.160], [-0.036, -2.191, -0.291], [-0.404, -1.322, 1.244], [2.759, -0.030, 0.144]],
  "forces_ev_per_a": [[0.11, -0.09, 0.17], [0.32, 0.46, -0.35], [0.68, 0.38, 0.32], [1.21, -0.17, 0.30], [0.13, 0.15, -0.23], [-0.05, -0.14, -0.12], [-0.16, -0.63, 0.21], [0.14, 0.03, 0.38], [-0.86, -0.04, 0.02], [0.11, 0.10, 0.17], [-0.08, -0.09, -0.47], [-1.55, 0.05, -0.39]],
  "e_above_lowest_ev": 0.0616,
  "e_lumo_ev": 0.9,
  "smiles": "CC(C)C#N",
  "homo_ev": -11.491
}